1.
ORCA calculation (wB97M-V/def2-TZVPD) on C17H32NOPRu as an isolated structure at a distorted geometry.

Properties
Expectation value of S²: 6.031
HOMO (spin up / spin down): -15.06 / -15.04 eV
Orbital gap (spin up / spin down): 8.54 / 5.08 eV
Charge: +2
Multiplicity: 5
DFT total energy: -33535.9949 eV

```
53
Properties=species:S:1:pos:R:3:mulliken_charge:R:1
H 1.897 -1.311 -2.982 0.36
H 2.759 -2.509 0.906 0.42
H -1.316 0.757 5.532 0.40
C -1.108 1.738 -1.766 0.01
H 4.012 -1.352 0.416 0.44
H 2.156 -2.810 -2.048 0.43
H 0.440 4.175 -3.584 0.43
N -2.383 -1.209 -2.220 -0.07
H -2.819 1.663 -0.474 0.46
H 1.498 1.871 4.883 0.34
C 1.465 2.732 -2.357 -0.78
H 3.501 -1.654 -2.256 0.46
C 1.389 0.780 4.981 -1.53
C 0.337 3.325 -2.912 -0.72
H 2.460 3.110 -2.569 0.54
H 0.112 -2.490 -1.164 0.09
H -1.024 2.041 4.323 0.42
C -2.474 1.217 -1.425 -0.76
H -3.208 1.460 -2.202 0.40
H -2.601 -3.287 -1.796 0.33
C 0.159 -1.236 4.178 -1.41
H -1.601 0.070 -3.772 0.30
C -1.064 0.950 4.475 -1.60
H 2.319 0.301 4.651 0.37
H -1.944 -0.542 -0.216 0.65
H -4.115 -2.304 -1.688 0.33
H -1.869 0.532 3.859 0.39
C 2.424 -1.747 -2.124 -1.33
H 1.091 -1.693 3.806 0.31
O 0.716 0.590 2.750 -0.40
H -0.485 -1.197 -3.106 0.48
C 2.955 -1.445 0.712 -1.01
H 2.797 -0.867 1.636 0.22
C 0.263 0.284 4.094 1.40
C -2.599 -0.280 -1.147 -0.68
H -3.603 -0.520 -0.756 0.60
C -0.926 2.855 -2.595 -0.78
H -0.690 -1.592 3.570 0.29
P 1.888 -0.865 -0.622 0.98
H 0.065 1.159 2.302 0.19
H -3.395 -2.703 -3.295 0.34
C 0.039 1.103 -1.289 0.94
H -1.864 -1.714 -4.143 0.37
C 2.481 0.857 -0.954 -1.19
C -1.559 -0.962 -3.393 -0.81
H 3.335 0.828 -1.646 0.56
H -1.817 3.325 -3.011 0.48
C -3.175 -2.457 -2.242 -0.91
H 1.166 0.511 6.016 0.41
H 2.842 1.292 -0.009 0.49
H -0.006 -1.507 5.231 0.41
Ru -0.243 -0.894 -1.038 -0.83
C 1.320 1.622 -1.518 0.76
```

***

2.
ORCA calculation (wB97M-V/def2-TZVPD) on C12H11O4PPm as an isolated structure at a distorted geometry.

Properties
Expectation value of S²: 6.010
Relative energy (zero: lowest compared OMol25 entry of this formula, charge and spin): 8.24 kcal/mol
HOMO (spin up / spin down): -20.00 / -20.06 eV
Orbital gap (spin up / spin down): 6.50 / 6.74 eV
Charge: +3
Multiplicity: 5
DFT total energy: -46622.6704 eV

```
29
Properties=species:S:1:pos:R:3:mulliken_charge:R:1
H -3.105 0.251 1.499 0.44
H 3.261 -1.540 2.335 0.57
O 2.271 -0.277 -3.988 -0.03
C 0.005 -1.396 1.351 -0.27
C 1.197 -1.938 1.850 -0.63
C 0.931 0.848 1.588 -0.04
C -1.679 2.342 0.338 -1.31
H -2.815 -1.226 0.515 0.43
O 0.980 2.194 -2.266 -0.01
O -1.066 -0.262 -4.116 -0.12
C 0.599 -2.096 -1.962 0.18
H -0.810 2.989 0.155 0.41
H 3.005 0.924 2.281 0.47
C -0.118 0.010 1.134 0.20
H -2.508 2.711 -0.289 0.43
H -1.984 2.426 1.395 0.44
H 1.298 -3.020 1.932 0.46
Pm 1.890 -0.706 -0.262 1.31
H -3.700 0.162 -0.194 0.44
C 2.386 -0.518 -2.862 0.14
C 2.139 0.290 2.063 -0.67
C 2.286 -1.102 2.152 -0.62
C 1.149 1.338 -1.519 0.11
P -1.336 0.599 -0.174 0.78
C -2.885 -0.131 0.487 -1.15
O 0.202 -2.754 -2.826 0.00
H -0.797 -2.088 1.070 0.40
H 0.844 1.928 1.462 0.54
C -1.640 0.043 -3.149 0.10
```

***

3.
ORCA calculation (wB97M-V/def2-TZVPD) on one molecule with the formula C11H12OS2 at a distorted geometry.

Properties
Relative energy (zero: lowest compared OMol25 entry of this formula, charge and spin): 127.61 kcal/mol
HOMO: -7.72 eV
Orbital gap: 6.45 eV
Charge: 0
Multiplicity: 1
DFT total energy: -35314.6269 eV

```
26
Properties=species:S:1:pos:R:3:mulliken_charge:R:1
C -0.205 0.026 -0.180 -0.23
C -3.017 0.531 1.408 -0.75
H 4.152 -0.830 0.839 0.41
H 0.983 2.738 -1.536 0.28
H 3.855 -3.226 0.415 0.25
C 0.135 1.911 -1.879 -1.30
C 2.087 -0.325 0.395 -0.09
C 0.683 -2.156 -0.358 -0.37
O -1.364 0.112 -0.938 -0.45
C 1.764 -3.002 -0.365 -0.64
H 1.637 -3.983 -0.685 0.47
H -3.863 0.261 2.045 0.43
C 0.867 -0.780 -0.124 0.05
H -3.045 -0.031 0.556 0.26
S -1.284 2.590 0.396 -0.13
H 2.293 0.812 0.286 0.19
C -0.626 1.330 -0.680 1.38
H 0.677 1.049 -2.408 0.33
C 3.022 -2.475 0.106 -0.25
S -1.462 -0.085 2.283 -0.22
H -3.137 2.637 1.936 0.29
C 3.182 -1.160 0.512 -0.58
H -0.458 2.267 -2.656 0.41
C -2.895 1.991 1.002 -0.50
H -3.686 2.247 0.389 0.42
H -0.292 -2.452 -0.761 0.35
```

***

4.
ORCA calculation (wB97M-V/def2-TZVPD) on C4H10N2O as an isolated structure at a distorted geometry.

Properties
Relative energy (zero: lowest compared OMol25 entry of this formula, charge and spin): 86.06 kcal/mol
HOMO: -7.78 eV
Orbital gap: 8.60 eV
Charge: 0
Multiplicity: 1
DFT total energy: -9335.2556 eV

```
17
Properties=species:S:1:pos:R:3:mulliken_charge:R:1
C -1.521 -0.722 -0.101 -0.47
H -2.535 -0.784 0.295 0.31
H 0.262 1.886 -0.354 0.29
C 1.113 -1.032 0.685 -1.29
O -1.472 -0.288 -1.425 -0.50
N 2.084 0.490 -0.971 -0.60
C -0.935 0.833 0.950 -0.78
H 1.752 -1.835 0.352 0.29
H 1.609 0.468 -1.868 0.23
C 1.227 0.191 0.108 0.85
H -1.638 1.662 0.919 0.36
H 2.903 -0.102 -0.991 0.25
N 0.291 1.166 0.355 -0.19
H -1.140 -1.736 -0.079 0.37
H 0.674 -1.163 1.659 0.29
H -1.854 0.599 -1.456 0.33
H -0.819 0.369 1.923 0.28
```

***

5.
ORCA calculation (wB97M-V/def2-TZVPD) on a 2-piece molecular cluster, C3H9FNS overall at a distorted geometry.

Properties
Relative energy (zero: lowest compared OMol25 entry of this formula, charge and spin): 3.50 kcal/mol
HOMO: -13.46 eV
Orbital gap: 9.58 eV
Charge: +1
Multiplicity: 1
DFT total energy: -18290.9163 eV

```
15
Properties=species:S:1:pos:R:3:mulliken_charge:R:1
H -0.380 0.338 -2.920 0.30
C 0.252 0.502 -0.890 0.95
H 1.235 -0.037 -2.781 0.24
H 1.982 -0.528 -0.542 0.40
S -1.384 -1.193 2.914 0.10
H 0.888 -0.303 0.877 0.34
H -1.321 -0.015 0.397 0.16
H -1.707 1.288 -0.825 0.42
H -0.666 1.685 0.594 0.34
C 0.372 0.317 -2.193 -1.11
C -0.968 0.914 -0.202 -1.16
F -0.261 -1.761 1.841 -0.29
H -1.343 -2.292 3.537 0.18
N 1.351 0.142 -0.003 -0.23
H 1.951 0.944 0.197 0.38
```

***

6.
ORCA calculation (wB97M-V/def2-TZVPD) on C18H27IrO as an isolated structure at a distorted geometry.

Properties
Expectation value of S²: 8.765
Relative energy (zero: lowest compared OMol25 entry of this formula, charge and spin): 1.99 kcal/mol
HOMO (spin up / spin down): -9.25 / -12.87 eV
Orbital gap (spin up / spin down): 7.18 / 6.11 eV
Charge: +1
Multiplicity: 6
DFT total energy: -23974.5062 eV

```
47
Properties=species:S:1:pos:R:3:mulliken_charge:R:1
H 1.194 2.080 -4.026 0.37
C 1.437 1.208 -1.176 -0.07
H -2.459 0.125 3.115 0.30
C -1.858 -0.752 0.176 -0.53
H 1.439 -0.265 -4.662 0.25
C 0.396 -0.343 -4.995 -1.27
H -2.559 1.601 2.097 0.39
H -2.340 0.779 -5.420 0.40
C -1.752 -0.656 -1.253 -0.17
H 1.030 1.966 -1.850 0.32
C -2.017 1.124 2.933 -0.55
C -2.063 1.963 4.214 -0.61
C 2.025 -0.051 -1.596 0.04
H -2.405 2.971 3.949 0.25
H 2.322 -0.201 1.760 0.41
H -2.749 1.534 4.946 0.32
H -0.596 -1.940 -2.739 0.32
C 0.195 1.727 3.421 -0.47
H -2.196 -0.399 -4.114 0.32
H 1.118 1.154 3.555 0.23
H -2.344 1.344 -3.746 0.37
O -0.637 0.983 2.506 -0.15
H 2.916 -1.734 -0.392 0.50
C -1.115 -1.902 0.601 -0.46
C 2.128 0.055 0.725 -0.26
H 0.456 2.708 2.983 0.34
H 0.142 2.617 -5.340 0.39
H -0.431 2.733 -3.671 0.37
H 0.005 -1.326 -4.702 0.27
C -0.600 1.992 4.700 -0.59
C -0.429 0.756 -4.474 1.37
H 0.092 -3.413 -0.575 0.49
H 0.411 -0.325 -6.099 0.39
H 1.069 2.041 0.901 0.33
C 0.150 2.107 -4.362 -1.58
H -0.991 -2.244 1.625 0.47
H -0.340 2.946 5.156 0.33
C 2.430 -0.765 -0.408 -1.23
H -2.392 -0.061 0.828 0.43
C 1.474 1.247 0.265 -0.61
C -0.918 -1.748 -1.715 0.08
C -1.893 0.608 -4.426 -1.51
C -0.519 -2.513 -0.557 -1.10
H -2.204 0.103 -1.896 0.30
H -0.425 1.189 5.426 0.28
H 2.098 -0.420 -2.617 0.35
Ir 0.307 -0.538 -0.448 1.18
```

***

7.
ORCA calculation (wB97M-V/def2-TZVPD) on one molecule with the formula C5H6S2 at a distorted geometry.

Properties
Relative energy (zero: lowest compared OMol25 entry of this formula, charge and spin): 14.66 kcal/mol
HOMO: -8.86 eV
Orbital gap: 9.57 eV
SMILES: SCc1cccs1
Charge: 0
Multiplicity: 1
DFT total energy: -26951.2891 eV

```
13
Properties=species:S:1:pos:R:3:mulliken_charge:R:1
C -1.797 1.043 0.243 -0.29
C 1.523 -0.608 -0.611 -0.81
S 2.998 -0.354 0.549 -0.17
H 1.943 -0.108 -1.516 0.28
H -2.240 2.047 0.329 0.28
S -0.939 -1.321 0.141 -0.11
C -2.238 -0.200 0.491 -0.34
C 0.204 -0.034 -0.255 0.39
H 2.927 -1.291 1.348 0.09
H -0.214 2.097 -0.459 0.51
H 1.415 -1.663 -0.772 0.39
H -3.101 -0.781 0.712 0.40
C -0.479 1.172 -0.200 -0.61
```

***

8.
ORCA calculation (wB97M-V/def2-TZVPD) on an isolated ion of composition C6H16N and charge +1 at a distorted geometry.

Properties
Relative energy (zero: lowest compared OMol25 entry of this formula, charge and spin): 9.48 kcal/mol
HOMO: -14.64 eV
Orbital gap: 11.00 eV
SMILES: CCCCCC[NH3+]
Charge: +1
Multiplicity: 1
DFT total energy: -7965.0211 eV

```
23
Properties=species:S:1:pos:R:3:mulliken_charge:R:1
C 0.726 -0.001 -1.433 -0.60
H 0.714 -1.792 2.546 0.39
H -1.234 -0.004 1.376 0.23
H 1.438 2.006 -1.389 0.32
H -1.092 -0.313 -0.388 0.28
C 0.574 1.454 -1.017 -0.49
H 1.444 -1.964 0.175 0.41
H -0.742 0.260 2.946 0.38
C -0.254 -0.942 -0.705 -0.58
H -0.624 -1.722 -1.343 0.29
N -0.825 -0.438 2.208 -0.17
C 0.520 -1.007 1.819 -0.69
H -0.107 -2.635 0.613 0.38
H 0.678 1.634 0.042 0.25
H 1.287 -0.247 1.920 0.37
H 1.740 -0.369 -1.284 0.42
H -1.439 -1.185 2.531 0.38
H -0.706 2.077 -2.622 0.31
C -0.696 2.112 -1.532 -1.17
H -0.750 3.145 -1.217 0.38
H 0.532 0.026 -2.509 0.34
C 0.428 -1.713 0.458 -0.75
H -1.612 1.618 -1.193 0.32
```